Record 1
This record from the Open Molecules 2025 dataset describes C54H54FN4O10P4Ru as an isolated structure in a non-equilibrium geometry. The level of theory is the ωB97M-V functional and the def2-TZVPD basis.

Output
**Net charge**: +2
**HOMO-LUMO gap (alpha / beta)**: 7.022 / 6.433 eV
**Spin multiplicity**: 6
**LUMO level (alpha / beta)**: -4.54 / -5.65 eV

Atoms and positions in Å:
Ru -0.24570 -0.03930 0.35780
P -2.41160 1.20900 0.25890
P 0.67650 -2.76380 -0.53930
P 1.05840 2.38710 0.35120
P -2.31790 -2.88820 -0.77520
F 6.32040 -0.85920 -2.30330
O 0.95800 -1.64160 3.98060
O -2.03230 -1.53310 -0.21410
O 0.36030 -0.11980 2.48190
O -3.03170 -2.99190 -2.08900
O 1.98910 -3.43120 -0.58270
O 0.46610 -1.49270 -1.33610
O -3.08080 -3.71680 0.36370
O 0.20390 -2.50070 0.99320
O -1.30910 3.48410 -1.06800
O 2.12530 -0.24500 0.22760
N 8.40560 -0.92870 -0.34510
N 4.93520 -1.13560 3.01900
N -0.68640 -3.72190 -2.63540
N 11.16570 -0.78270 -0.98520
C -2.84680 -0.77530 3.83370
C -0.72480 -3.82600 -1.15330
C -3.42910 0.42760 -1.03670
C -2.75710 -0.53130 2.47450
C 9.22570 0.12380 0.21410
C 4.68420 -0.89220 -0.62780
C -2.84400 1.57900 4.27990
C -0.00590 3.61550 2.56170
C -4.50410 5.22620 -0.34270
C 2.91080 -0.68980 1.07680
C -4.69380 -0.10750 -0.84400
C -2.88240 0.27180 4.74030
C 0.67100 3.32450 4.84440
C 5.16960 2.54300 -0.13480
C 8.86310 -1.28980 -1.66930
C 3.93140 2.55100 0.48590
C 1.68610 2.47770 4.42920
C 3.62440 -1.16540 3.33570
C 6.65550 -1.01320 1.30360
C -4.82760 -0.56300 -3.20290
C -0.29030 4.41340 -1.07340
C 1.01600 2.76870 2.13370
C 5.31270 -1.02750 1.70270
C -4.49730 3.02320 0.58350
C 1.17790 -0.92400 3.02120
C 7.03480 -0.94660 -0.02980
C 2.61130 -0.93510 2.45750
C -3.56560 -0.02170 -3.39040
C 0.83610 4.08960 -0.31650
C -2.56490 3.84040 -0.62080
C -3.21800 5.04850 -0.82470
C 4.14210 1.93570 -2.21450
C 2.90650 1.92470 -1.59650
C 6.24340 0.45040 4.28920
C 10.28730 -1.83200 -1.56680
C -0.72010 -5.26250 -0.69990
C -2.75650 1.83700 2.92610
C 2.78900 2.25740 -0.24670
C 1.84880 5.02870 -0.15630
C 5.27610 2.26260 -1.48550
C 6.00670 -0.91410 -0.98780
C 4.31380 -0.90940 0.71600
C -2.73230 0.78420 2.00290
C 1.76340 6.25810 -0.77920
C -5.38620 -0.60180 -1.93500
C -5.14740 4.22040 0.35990
C -0.18120 3.88090 3.90520
C 1.84490 2.18180 3.08610
C -2.86220 0.47100 -2.31030
C 0.70590 6.52310 -1.63140
C 10.66580 -0.36950 0.35130
C -3.20730 2.83860 0.10500
C 5.89960 -1.02410 4.09640
C -0.31730 5.60420 -1.78820
H 3.38290 -1.35370 4.37290
H -2.74940 5.85900 -1.35350
H 0.24610 -5.72430 -0.89990
H 8.84610 -0.43510 -2.36480
H 8.23300 -2.07580 -2.08220
H -1.72940 -3.48650 -2.85090
H 2.54060 6.99050 -0.63030
H -0.90260 -5.31670 0.37170
H 5.34980 1.00710 4.56290
H -1.11210 5.80200 -2.48740
H -0.98800 4.52470 4.21910
H 6.78640 -1.62450 3.88030
H 7.43450 -1.08680 2.04190
H 9.20890 1.02520 -0.42370
H 11.15590 0.03500 -1.60980
H -0.31700 -4.54940 -3.10550
H -3.12560 0.00000 -4.37610
H 2.01320 1.65160 -2.14580
H -1.50420 -5.82370 -1.20670
H 2.35450 2.04190 5.15840
H -2.72930 2.85750 2.57540
H -2.87530 -1.79400 4.18710
H -6.14940 4.36940 0.72670
H 10.31430 -2.70540 -0.91340
H 10.71290 -1.23510 1.01400
H -1.85660 0.86880 -2.42190
H -2.72980 -1.35840 1.78030
H 0.67030 7.45400 -2.17320
H -3.71290 -4.32220 -0.02680
H -0.12360 -2.88960 -2.86560
H -0.66190 4.07730 1.83800
H -2.94130 0.06950 5.80000
H 12.13350 -1.11810 -0.92030
H 6.23580 2.31690 -1.97730
H 4.22980 1.67950 -3.25880
H 3.90830 -0.84090 -1.37590
H -5.36500 -0.97480 -4.04370
H 11.30080 0.42130 0.75080
H 0.56120 -3.15160 1.60350
H -2.87960 2.39670 4.98270
H -4.97330 2.22910 1.14070
H 6.97980 0.57360 5.07530
H 6.63240 0.87550 3.36640
H -5.00980 6.16000 -0.53240
H 2.61550 1.49070 2.77890
H -5.12250 -0.15370 0.14620
H 8.84960 0.40900 1.19500
H 3.86030 2.81820 1.53030
H 5.44050 -1.42050 5.00230
H 0.54770 3.56180 5.89090
H -6.36510 -1.03190 -1.79500
H 2.70560 4.79560 0.45840
H 10.65760 -2.10990 -2.55360
H 6.05030 2.77470 0.44720

Cartesian forces (eV/Å) of the 3 atoms listed first:
Ru 1.28 -1.15 0.63
P -1.45 0.13 -0.02
P 0.32 -1.45 -0.28



Record 2
This record from the Open Molecules 2025 dataset describes C54H54N2O3P3RbSiTe as an isolated structure in a non-equilibrium geometry. The level of theory is the ωB97M-V functional and the def2-TZVPD basis.

Output
**Net charge**: -2
**HOMO-LUMO gap**: 5.808 eV
**Spin multiplicity**: 1
**LUMO level**: 3.70 eV

Atoms and positions in Å:
Te -1.91468 -0.30373 4.79806
Rb -0.13865 0.41995 0.20066
P 0.45290 -1.34066 3.05359
P -2.30211 -1.57900 1.99732
P -2.08081 2.60121 -1.24841
Si -0.48287 -1.82874 -4.19583
O 2.91504 2.97686 -1.36151
O -0.72116 -1.20730 -2.75838
O 1.41693 2.37883 0.22601
N 2.11585 -0.72531 -1.31028
N -4.39526 -3.12534 7.97754
C -2.55928 -5.33209 -0.75915
C 3.38981 1.03919 -0.09123
C -3.51202 1.45766 -1.35650
C 1.28852 -2.79818 2.26632
C -3.39842 0.20380 -1.95910
C 3.12161 -3.59211 0.88468
C -2.29592 -3.13227 0.96929
C -1.07908 1.99091 -5.22597
C -2.26395 -2.96701 -0.41345
C -3.34095 -3.58747 7.28791
C -1.81843 2.03062 -4.05447
C -3.68598 6.79710 -2.47311
C -4.05549 -1.01645 6.86962
C -5.78099 0.92094 -0.69847
C -6.73161 -1.83896 3.47527
C -5.66990 -0.32229 -1.31608
C -4.96102 -0.74806 2.25917
C -2.40425 -4.05539 -1.27303
C -2.96903 -1.51315 6.16002
C -2.52600 6.64176 -1.72586
C -2.43475 -4.42971 1.47357
C 2.57891 -1.41980 7.20231
C -2.00966 -1.74832 -5.32903
C -4.42090 5.67368 -2.83852
C 1.48961 -5.14698 1.71883
C -4.51250 -2.78998 3.41908
C -1.19772 2.35057 -2.84455
C 0.16546 2.63225 -2.82627
C -6.28900 -0.79084 2.67699
C 0.90820 2.59843 -4.00615
C -4.72721 -1.85054 7.75406
C -3.99564 4.40410 -2.46284
C 2.57986 -0.26684 6.42972
C -2.60659 -2.83454 6.38434
C 1.96480 -2.57159 6.71689
C 1.33080 -1.40736 4.69164
C 2.63629 -4.89353 0.97521
C 2.49982 2.24870 -0.42990
C -4.47741 -0.67874 -1.92976
C 2.44603 -2.55490 1.51962
C -2.10764 5.37154 -1.34329
C -2.83032 4.23650 -1.71207
C 0.03862 -3.66159 -4.26305
C 1.95971 -0.26577 5.18252
C 0.28647 2.27777 -5.20434
C 3.38732 0.02273 -1.23869
C -4.70387 1.79451 -0.70230
C -1.25569 -1.93407 3.50299
C 0.90752 -0.98880 -5.18980
C 0.82746 -4.10462 2.36349
C -5.83659 -2.83847 3.84658
C -2.56412 -5.51924 0.62378
C 1.35209 -2.56417 5.46893
C -4.05203 -1.74536 2.61892
H 0.96063 0.07773 -4.93278
H -0.80604 -4.35385 -4.16769
H -2.28964 -0.69909 -5.50207
H -1.78290 -3.26630 5.82354
H -4.01786 7.78677 -2.76889
H -4.79032 2.75483 -0.20424
H -6.49996 -1.02225 -1.28792
H 3.05519 0.63434 6.80014
H 3.05241 -1.42320 8.17889
H 2.80803 -1.53475 1.42310
H -4.40090 0.00134 6.71565
H 1.65740 -0.68552 -2.21369
H -3.07450 -4.62586 7.47017
H 1.97176 2.81524 -3.95675
H 3.04827 0.57166 0.83581
H -6.97452 -0.00114 2.38460
H -2.09444 -1.98926 -0.85266
H 0.73102 -1.06787 -6.27424
H 1.95087 0.63577 4.57965
H -2.87823 1.79658 -4.08197
H -4.36882 -1.66275 -2.37606
H 1.96475 -3.47715 7.31398
H 3.14193 -5.70117 0.45614
H -2.43543 -4.58878 2.54717
H 0.73891 -3.88225 -3.44463
H -6.70096 1.19686 -0.19331
H -2.87178 -2.24654 -4.86000
H -3.82336 -3.56149 3.74445
H 3.54815 0.58125 -2.16063
H 0.86758 -3.46105 5.09447
H -5.59017 -1.47857 8.30173
H 0.66253 2.90490 -1.89721
H -1.83404 -2.22219 -6.30613
H -4.57435 3.53582 -2.76066
H -0.06138 -4.29449 2.95309
H 0.86198 2.22952 -6.12366
H 4.40575 1.41920 0.05040
H -5.32668 5.78417 -3.42549
H -2.65912 -6.18345 -1.42398
H 1.88837 -1.43671 -4.97675
H -1.56279 1.72394 -6.16018
H -7.76248 -1.87337 3.81683
H 4.01330 -3.38289 0.30364
H 2.23451 -1.70045 -1.08663
H -2.36028 -3.88341 -2.34027
H -2.45102 -0.12271 -2.40688
H -1.19716 5.25002 -0.76093
H -4.61340 0.07127 1.64118
H 1.09847 -6.15689 1.78514
H -6.16405 -3.65141 4.48712
H -1.94429 7.51066 -1.43863
H 0.54222 -3.88767 -5.21469
H 4.23343 -0.66071 -1.13122
H -2.66985 -6.51833 1.03651

Cartesian forces (eV/Å) of the 3 atoms listed first:
Te 0.14 -0.37 -0.18
Rb -0.52 -0.83 -0.29
P 0.00 -0.24 0.40



- The lowest net charge belongs to which entry?
  C54H54N2O3P3RbSiTe